1.
Formula: CH2ClOPS
Source: the Open Molecules 2025 dataset
Level of theory: ωB97M-V/def2-TZVPD

Values from the calculation:
LUMO energy: -0.65 eV
SMILES string: O=PSCCl
HOMO energy: -9.43 eV

Structure (XYZ):
```
7
CH2ClOPS, DFT ωB97M-V/def2-TZVPD
O -2.871 0.905 -1.252
P -1.845 0.539 -0.304
S -0.215 -0.333 -1.318
C 1.112 -0.305 0.506
Cl 0.711 1.052 1.432
H 2.073 -0.455 0.018
H 1.035 -1.402 0.917
```

=====

2.
Formula: C5H14N2
Source: the Open Molecules 2025 dataset
Level of theory: ωB97M-V/def2-TZVPD

Values from the calculation:
LUMO energy (alpha / beta): 4.03 / 3.87 eV
Net charge: -1
HOMO energy (alpha / beta): 1.42 / -4.78 eV
Spin multiplicity: 2

Structure (XYZ):
```
21
C5H14N2, DFT ωB97M-V/def2-TZVPD
C 1.882 0.839 0.405
C 0.851 0.479 1.517
C -0.688 0.764 1.317
C -1.275 -0.458 0.466
N -1.173 -0.317 -1.054
C -0.942 -1.573 -1.813
N 1.271 1.039 -0.869
H 2.305 1.790 0.841
H 2.797 0.177 0.526
H 1.091 -0.620 1.493
H 1.155 0.987 2.457
H -1.227 0.539 2.316
H -1.084 1.617 0.714
H -0.660 -1.357 0.794
H -2.320 -0.643 0.744
H -1.799 0.539 -1.370
H -1.695 -1.476 -2.689
H 0.147 -1.730 -2.011
H -1.220 -2.415 -1.246
H 2.152 1.348 -1.358
H 0.431 0.474 -1.179
```

=====

3.
Formula: C7H8N3
Source: the Open Molecules 2025 dataset
Level of theory: ωB97M-V/def2-TZVPD

Values from the calculation:
LUMO energy: -3.83 eV
Net charge: +1
HOMO energy: -12.47 eV

Structure (XYZ):
```
18
C7H8N3, DFT ωB97M-V/def2-TZVPD
C 1.661 0.408 0.198
C 1.959 0.641 -1.076
C -0.618 1.764 0.707
C 0.090 2.485 -1.242
C 0.111 0.532 0.190
C -0.661 -0.752 0.370
C 0.592 1.238 -1.217
N -0.619 2.721 -0.091
N -0.377 -1.732 -0.495
N -1.463 -1.026 1.399
H 2.156 0.255 1.117
H 2.841 0.932 -1.498
H -1.218 1.786 1.602
H 0.438 3.314 -1.777
H 0.223 -1.507 -1.209
H -0.871 -2.618 -0.704
H -1.694 -0.232 2.014
H -2.049 -1.802 1.616
```

=====

4.
Formula: C11H20O2
Source: the Open Molecules 2025 dataset
Level of theory: ωB97M-V/def2-TZVPD

Values from the calculation:
LUMO energy: 0.94 eV
SMILES string: C=CCCCCCCCC(=O)OC
HOMO energy: -9.63 eV

Structure (XYZ):
```
33
C11H20O2, DFT ωB97M-V/def2-TZVPD
C -1.954 -4.737 0.494
C -1.339 -3.649 0.920
C -1.077 -3.343 2.360
C -1.742 -2.030 2.814
C -0.807 -0.819 2.814
C -0.303 -0.423 1.429
C 0.503 0.874 1.479
C 1.156 1.236 0.146
C 0.132 1.592 -0.940
C 0.869 1.999 -2.192
O 1.267 1.248 -3.042
O 1.063 3.324 -2.228
C 1.796 3.822 -3.339
H -2.131 -4.922 -0.552
H -2.304 -5.495 1.176
H -1.004 -2.907 0.208
H 0.002 -3.273 2.527
H -1.452 -4.170 2.966
H -2.117 -2.161 3.831
H -2.603 -1.824 2.175
H -1.346 0.029 3.245
H 0.047 -1.027 3.464
H -1.159 -0.301 0.764
H 0.332 -1.215 1.028
H -0.145 1.693 1.799
H 1.292 0.766 2.228
H 1.766 0.400 -0.203
H 1.815 2.094 0.297
H -0.485 0.725 -1.171
H -0.492 2.420 -0.604
H 1.309 3.534 -4.273
H 1.814 4.904 -3.233
H 2.811 3.419 -3.334
```

=====

Computed energy relative to the best compared isomer or geometry (same formula, charge and spin), in the same sequence as the records: 119.1 297.0 224.3 63.3 kJ/mol.
Computed molecular weight, in the same sequence as the records: 128.52 102.18 134.16 184.28 g mol⁻¹.